Below is 14 unconnected molecules or ions with the total composition H29O14 in a non-equilibrium geometry, with properties calculated with wB97M-V/def2-TZVPD.

```
! wB97M-V def2-TZVPD RIJCOSX def2/J DEFGRID3
* xyz 1 1
H 2.87746 0.53874 -1.63081
H -1.07115 -4.26610 1.91149
H -2.27507 -2.44309 -2.46475
O 2.66857 -0.33150 -1.27061
H -1.59724 1.10272 -1.57222
H 1.29208 -1.41216 -4.05115
H 2.76681 -0.85048 -2.09333
H -0.10485 -0.58899 -2.66584
O -0.74382 -0.79716 -3.35918
H 0.25157 0.59344 0.98846
H -0.29353 1.29684 -0.12696
H 2.35628 -2.40665 -3.98726
O -2.06290 0.94288 2.19676
H 1.15794 -2.76430 1.18281
H 0.27688 4.23633 -2.16630
O 1.90837 -0.20939 2.52405
H 1.55179 3.17251 2.00727
H 2.35052 -0.89888 3.01326
H 1.58610 -2.23263 -0.17962
H 0.37325 3.31364 2.91789
H -2.41418 -1.52719 1.08543
H -0.88961 0.03519 -3.81264
H -2.45055 1.61103 2.76065
O -2.82905 -1.68919 -2.25329
O 1.29152 -1.94912 0.69088
H 0.28015 2.33445 1.23901
H -2.19986 0.95231 -0.33280
H -0.68964 4.24991 -3.39793
H -2.69216 -1.13403 -3.01988
O -2.99750 -0.90417 0.65290
O -0.50780 3.85994 -2.54621
O -0.14259 -4.46741 1.85438
O -1.41963 0.56397 -0.77538
H 1.63101 -0.64098 1.68615
H -3.07780 -0.95939 -0.30294
O 1.66770 1.90984 3.95429
H -2.68883 0.31313 1.78824
O 2.20839 -1.48421 -3.73231
O 0.46270 1.46000 0.58807
H 2.38826 1.29142 3.70691
H 0.17465 -4.60256 2.74634
O 0.63460 3.49421 2.00327
H 0.99115 1.28707 4.24289
*
```

Gap between HOMO and LUMO, Ha: 0.4086
Maximum force, eV/A: 2.6
E_HOMO, eV: -13.926
LUMO, eV: -2.81

Atomic partial charges in e from the natural (NBO) method, atoms 1 to 5: 0.47 0.48 0.48 -0.98 0.49